1.
# C22H27N4O3PdS4

C22H27N4O3PdS4 as an isolated structure (the ωB97M-V functional and the def2-TZVPD basis, OMol25).

```
61
Properties=species:S:1:pos:R:3:forces:R:3:mulliken_charge:R:1
H 0.508 0.665 5.433 -0.04 -0.02 -0.06 0.43
O -4.340 0.811 3.707 0.13 0.07 -0.15 -0.73
H -1.072 3.548 1.106 -0.07 -0.07 -0.02 0.37
H -1.070 -2.094 -2.205 0.05 0.03 -0.04 0.36
H -3.514 -0.616 -0.045 0.11 0.04 0.00 0.67
H -0.896 2.611 -2.301 -0.11 0.06 -0.13 0.30
C 0.418 0.487 4.368 0.02 -0.07 0.17 -0.75
H -0.562 -1.390 4.606 0.05 0.07 -0.11 0.47
H 0.987 1.895 1.381 0.04 0.02 -0.15 0.64
H 2.278 0.008 -4.508 -0.04 -0.04 -0.04 0.47
C 2.903 1.596 -0.556 0.60 -0.15 0.25 0.44
N 0.147 0.017 1.665 0.01 0.36 -0.42 1.07
C 2.324 1.977 -3.586 0.23 -0.26 0.04 -0.59
N -0.875 -2.062 -0.142 0.12 0.01 -0.96 0.74
C -2.108 0.885 -0.752 0.38 0.13 0.08 -0.71
H 3.864 -0.539 -2.167 0.11 0.00 -0.11 0.25
H -2.526 2.418 2.778 0.01 -0.09 -0.06 0.58
H 4.136 3.187 -1.231 0.03 0.05 0.11 0.50
C -1.402 2.056 -0.405 0.20 0.27 -0.63 0.63
H 1.441 -2.343 -1.676 -0.03 -0.13 0.02 0.23
C 1.605 0.678 -3.974 -0.09 0.41 0.28 -0.90
H 5.035 1.689 -0.986 -0.01 0.04 0.03 0.42
C -2.037 -3.781 -1.347 -0.06 -0.03 -0.06 -0.92
H 1.342 2.365 3.760 -0.04 -0.03 -0.01 0.52
H 2.909 2.093 0.415 -0.02 0.00 0.03 0.57
H 1.800 2.514 -2.800 -0.10 0.06 -0.10 0.15
N -0.552 2.710 -1.358 -0.23 -0.23 0.28 -0.25
S 0.807 -0.382 -2.712 -0.40 -0.11 0.35 0.15
C -1.575 2.616 0.860 -0.10 0.05 0.22 -0.58
C 0.707 1.174 2.129 -0.04 -0.19 0.20 -0.75
H 0.769 0.911 -4.634 0.03 0.00 -0.05 0.48
N -0.787 -2.122 2.195 0.65 -0.16 -0.27 0.05
Pd 0.236 0.012 -0.350 0.75 -0.94 0.79 0.42
C -0.269 -0.909 2.536 0.00 0.01 -0.41 0.04
S 2.842 -0.182 -0.051 -0.81 0.43 -0.33 -0.07
H -2.213 -4.262 1.992 0.01 0.04 -0.05 0.49
H 1.985 1.854 -1.052 -0.33 0.12 -0.06 -0.41
H -0.435 3.691 -1.148 -0.07 0.11 0.00 0.29
C 0.882 1.439 3.447 0.02 0.05 0.04 -1.16
C -1.311 -2.623 -1.294 -0.02 -0.01 0.17 -0.43
H 2.309 -2.166 -3.205 0.01 -0.03 -0.02 0.69
S -3.883 -0.163 2.746 -0.25 -0.13 0.35 1.27
C -1.198 -2.650 0.990 0.00 0.13 0.23 0.42
C -1.951 -3.828 1.034 -0.17 -0.20 0.19 -0.76
H -2.359 -4.188 -2.298 0.04 0.06 0.09 0.48
H -2.112 0.537 -1.780 -0.02 0.03 -0.05 0.59
H -2.949 -5.311 -0.124 0.03 0.07 0.01 0.43
O -2.786 -1.010 3.247 -0.49 0.24 0.03 -0.55
C -2.928 0.265 0.201 -0.12 0.12 0.07 -0.59
C 4.093 2.105 -1.347 -0.04 -0.17 -0.11 -1.05
H -1.251 -2.551 2.976 -0.18 0.04 0.15 0.32
C 2.017 -1.653 -2.288 0.06 0.13 -0.18 -0.78
C 3.229 -1.153 -1.540 0.09 -0.03 0.16 -0.65
C -2.364 -4.399 -0.138 -0.08 -0.11 -0.04 -0.61
O -4.897 -0.916 2.043 0.14 0.06 -0.15 -0.72
S 4.070 1.747 -3.131 -0.04 -0.05 -0.06 -0.14
C -0.157 -0.660 3.916 0.11 0.10 0.40 -0.52
H 2.344 2.620 -4.465 -0.10 -0.02 -0.03 0.48
C -2.378 1.988 1.791 -0.15 -0.10 -0.09 -0.63
H 3.811 -2.008 -1.194 0.03 0.02 0.06 0.53
C -3.036 0.791 1.470 0.18 -0.06 0.16 -0.66
```
Forces are in eV/Å.

## Properties
Kohn-Sham gap (alpha / beta) ... 0.20053 / 0.19927 hartree
Net charge ... +1
E_HOMO (alpha / beta) ... -10.6 / -10.6 eV
E_LUMO (alpha / beta) ... -5.183 / -5.217 eV

=====

2.
# C22H27N5O3

An isolated molecule of C22H27N5O3 (the ωB97M-V functional and the def2-TZVPD basis, OMol25).

```
57
Properties=species:S:1:pos:R:3:forces:R:3:mulliken_charge:R:1
O 1.474 -2.376 1.634 -0.01 -0.08 -0.02 -0.61
H -3.525 -1.200 -2.794 -0.07 0.06 0.02 0.44
C -1.558 -0.432 -2.853 -0.01 0.59 -0.11 1.31
H 1.985 -0.693 -0.941 0.06 0.01 0.06 0.36
H 0.044 1.211 6.634 -0.04 0.02 0.07 0.36
C 1.060 0.997 6.310 0.03 -0.06 0.00 -1.50
C 0.031 0.871 4.020 0.06 -0.03 0.08 -1.11
H -0.767 0.754 2.049 -0.08 0.01 -0.07 0.40
H -0.283 2.609 -3.555 -0.06 0.02 -0.06 0.40
H -1.982 2.130 -3.545 0.06 0.07 -0.05 0.46
H 3.289 1.208 4.792 0.10 0.03 0.07 0.39
C 1.160 0.996 4.816 -0.05 0.03 -0.03 1.10
H 2.286 1.586 0.193 -0.13 -0.18 0.06 0.71
C 1.821 1.165 -3.514 0.05 0.09 0.04 -1.50
C 1.529 0.863 0.516 0.22 -0.01 -0.02 -0.64
N 1.153 -1.068 -3.077 0.64 0.21 -0.22 -0.73
C 2.500 1.082 2.814 -0.09 -0.03 -0.03 -0.46
H -0.399 0.499 -0.217 -0.05 0.13 -0.12 -0.16
C 2.397 1.105 4.191 -0.02 -0.02 -0.01 -0.83
H -0.878 -2.453 2.031 -0.03 -0.05 -0.19 0.49
H 1.344 0.019 6.701 0.00 -0.03 0.10 0.28
H -2.656 -1.011 0.933 -0.06 0.13 0.09 0.21
C -0.616 0.555 -3.055 -0.30 -0.32 -0.14 0.27
C -1.156 2.514 -1.592 0.19 0.21 -0.14 -0.53
C -1.024 2.001 -3.039 -0.09 -0.08 0.15 -1.88
H -3.179 -2.681 1.170 -0.10 -0.06 0.07 0.45
N 0.401 -3.306 -2.657 0.75 -0.17 -0.03 -0.74
H -3.393 0.392 -3.567 -0.01 0.04 -0.02 0.49
C -3.034 -0.231 -2.750 -0.04 -0.08 -0.03 -1.83
H -1.938 1.969 -1.063 -0.05 -0.02 0.00 0.24
H -1.415 3.573 -1.617 0.01 -0.04 0.12 0.45
C -1.066 -2.464 0.952 -0.30 -0.31 0.39 -0.61
N -1.790 -2.818 -2.530 -1.09 -0.48 0.10 -1.45
O -0.148 -1.555 0.331 -0.34 0.26 -0.34 0.07
C 1.996 -0.560 0.142 -0.07 0.04 0.01 -0.96
H -0.942 0.789 4.483 -0.09 0.01 0.06 0.32
C 1.116 -1.604 0.789 0.63 -0.11 0.11 0.33
H 3.009 -0.717 0.511 -0.09 -0.04 0.01 0.57
N -1.105 -1.697 -2.755 1.36 -0.26 -0.12 0.97
C 0.172 2.371 -0.862 -0.55 -0.04 0.09 0.18
H 1.624 1.641 -4.474 0.01 0.11 -0.07 0.44
C -0.846 -3.742 -2.479 -0.02 0.39 -0.05 -0.44
H -1.079 -4.773 -2.304 -0.15 -0.22 0.04 0.47
N 0.319 1.207 -0.198 0.04 -0.32 0.22 0.60
H -3.301 0.254 -1.814 -0.03 0.02 0.07 0.30
H 3.470 1.171 2.347 0.14 0.02 -0.06 0.43
C 0.749 0.175 -3.199 -0.04 -0.32 -0.01 1.98
O 1.038 3.221 -0.910 0.25 0.38 -0.12 -0.68
H 1.732 1.736 6.741 0.01 0.04 0.09 0.39
H 1.884 1.942 -2.757 0.02 0.14 0.01 0.35
H -0.861 -3.472 0.576 0.03 0.11 0.09 0.32
H -2.680 -2.144 -0.435 -0.09 0.01 -0.03 0.11
C 1.368 0.949 2.020 0.00 0.24 -0.01 0.03
C 0.255 -2.005 -2.838 -1.03 -0.09 0.11 0.48
C 0.132 0.846 2.640 0.06 0.00 -0.11 0.06
H 2.770 0.640 -3.570 0.00 -0.01 -0.02 0.35
C -2.487 -2.042 0.630 0.45 0.03 -0.10 -0.86
```
Forces are in eV/Å.

## Properties
Kohn-Sham gap ... 0.33956 hartree
SMILES ... CCOC(=O)C[C@@H](NC(=O)CCc1c(C)nc2ncnn2c1C)c1ccc(C)cc1
Net charge ... 0
E_HOMO ... -9.0 eV
E_LUMO ... 0.280 eV

=====

3.
# C22H27NO6

An isolated molecule of C22H27NO6 (the ωB97M-V functional and the def2-TZVPD basis, OMol25).

```
56
Properties=species:S:1:pos:R:3:forces:R:3:mulliken_charge:R:1
H 4.575 1.739 0.374 0.04 0.14 -0.01 0.38
H 1.830 1.790 -2.219 0.06 0.00 0.02 0.12
H 0.829 -0.420 -5.841 0.04 0.03 0.33 0.40
O 0.431 0.357 -5.416 -0.20 0.15 -0.73 -0.48
O -1.407 -3.604 1.669 -0.10 -0.16 0.11 -0.51
C 0.238 3.171 0.340 -0.25 -0.16 0.43 0.76
C -0.671 -1.316 1.414 -0.29 -0.15 0.29 0.11
H -4.117 0.344 4.362 -0.07 0.04 0.03 0.35
C 0.653 0.347 -4.100 -0.04 0.05 0.18 0.00
H -0.308 0.369 -1.653 -0.01 -0.02 0.02 -0.29
C -0.506 2.364 1.412 0.08 0.33 0.17 -1.18
C -1.767 0.297 2.866 0.17 0.29 -0.11 -1.09
H 3.951 -0.380 -0.766 0.07 -0.06 -0.05 0.33
H -0.055 2.610 2.380 -0.08 -0.01 -0.19 0.57
C 3.705 1.175 0.704 0.09 -0.21 -0.13 -1.00
H -1.935 2.932 -2.013 -0.03 -0.05 0.09 0.54
C 3.846 -0.292 0.318 -0.09 0.03 0.23 -0.57
H 1.166 0.141 -0.041 0.04 -0.10 -0.19 -1.42
N -0.181 3.019 -0.932 -0.03 0.10 -0.41 0.04
C -0.911 0.025 1.816 -0.25 -0.28 0.18 0.34
H 1.425 4.149 -1.563 -0.16 -0.02 -0.12 0.48
C 1.191 2.415 -2.845 -0.21 0.15 -0.08 -0.51
H -0.520 2.126 -4.144 0.02 0.00 0.06 0.42
H -2.864 -2.827 3.538 -0.07 -0.11 0.08 0.39
C -1.312 2.258 -1.409 -0.22 -0.39 -0.04 -1.12
O -0.725 -5.200 0.296 -0.02 0.42 0.17 -0.64
O -0.308 1.004 1.090 0.01 -0.19 -0.02 0.09
H 2.437 -0.921 1.821 0.01 -0.06 0.10 0.37
H -3.854 -1.260 5.057 -0.06 -0.03 0.07 0.36
C -2.316 -2.014 3.089 0.02 -0.03 -0.03 -0.82
C 0.295 -1.765 0.434 -0.02 -0.51 -0.41 0.31
H -1.912 1.888 -0.581 -0.01 0.08 -0.01 0.44
C -2.460 -0.716 3.528 0.13 -0.27 -0.25 0.92
H 0.952 -3.444 -0.683 0.07 -0.04 -0.06 0.55
C 0.262 -3.066 0.055 0.07 0.53 0.06 -0.41
O 1.270 -0.524 -3.549 0.11 -0.13 0.12 -0.57
H -1.915 1.314 3.194 0.00 0.14 0.00 0.53
C -0.631 -4.043 0.625 0.08 -0.60 -0.31 -0.07
O 1.167 3.892 0.644 0.23 0.11 0.28 -0.67
H -1.733 0.573 -2.677 -0.02 -0.05 0.01 0.54
H 2.939 -2.205 0.719 -0.07 -0.02 0.07 0.37
C 0.623 3.560 -2.009 0.46 0.06 -0.04 -1.20
H -2.783 0.081 5.479 -0.01 0.02 0.09 0.35
H 1.794 2.820 -3.658 0.06 0.00 -0.02 0.48
H 3.624 1.278 1.784 -0.03 0.06 0.13 0.33
C 1.414 -0.912 -0.082 0.27 -0.01 0.06 1.09
C 0.053 1.553 -3.409 0.17 -0.23 0.09 0.33
H -1.571 2.631 1.431 0.06 -0.10 0.01 0.58
C 2.666 -1.149 0.777 0.14 0.08 -0.23 -0.64
C -1.448 -2.309 2.040 0.05 0.87 0.10 0.68
C -3.359 -0.373 4.674 0.00 0.00 0.00 -1.60
H 2.824 1.628 0.258 -0.12 0.13 -0.03 0.10
H 4.759 -0.685 0.771 0.03 -0.03 -0.08 0.36
C -0.857 1.080 -2.270 -0.09 0.17 -0.05 -0.14
H 0.000 4.212 -2.630 0.02 0.03 0.02 0.39
H 1.637 -1.190 -1.115 -0.04 0.04 0.01 0.53
```
Forces are in eV/Å.

## Properties
Kohn-Sham gap ... 0.32234 hartree
SMILES ... CCCCc1cc(=O)oc2cc(C)cc(OCC(=O)N3CCC(C(=O)O)CC3)c12
Net charge ... 0
E_HOMO ... -8.5 eV
E_LUMO ... 0.235 eV

=====

4.
# C22H28AsN3O4PdSSi2

C22H28AsN3O4PdSSi2 as an isolated structure (the ωB97M-V functional and the def2-TZVPD basis, OMol25).

```
62
Properties=species:S:1:pos:R:3:forces:R:3:lowdin_spin:R:1
C 1.103 -0.001 3.417 0.09 0.11 -0.12 0.04
N -0.873 0.794 -0.072 -0.78 0.54 0.55 0.12
N -8.738 -3.369 -1.385 0.00 0.00 0.00 0.00
H -0.231 2.289 1.264 0.01 -0.01 -0.01 0.00
H 4.696 2.521 2.664 0.00 0.00 -0.01 0.00
O 3.763 3.054 -2.963 0.00 0.01 -0.05 0.01
H -2.658 1.991 2.431 -0.01 -0.01 0.01 0.00
Si 1.154 -1.578 2.436 0.57 -0.49 0.40 0.25
As 1.815 -1.088 0.202 -0.43 0.12 0.37 1.64
H -2.702 -2.701 -3.458 -0.03 -0.02 -0.01 0.00
C -2.354 -0.832 -1.233 0.47 -0.21 -0.45 0.00
H 1.340 -1.226 -3.772 -0.02 -0.02 -0.03 0.00
C -7.670 -2.948 -1.359 0.13 0.05 0.00 0.00
H -4.648 0.498 -1.686 -0.02 0.00 0.01 0.00
H 4.790 5.389 1.265 0.01 -0.01 0.00 0.00
H -0.584 -2.831 3.568 0.01 0.02 0.01 0.01
C 4.087 4.992 0.530 -0.03 0.15 -0.06 0.00
H 0.932 -0.253 4.468 -0.01 -0.05 -0.02 0.01
C 3.976 2.252 1.889 -0.04 -0.05 0.13 0.01
H 6.124 1.659 -0.371 -0.02 -0.01 -0.03 0.00
H 4.041 1.174 1.720 -0.01 0.00 0.02 0.01
C 0.326 -1.437 -3.464 -0.18 0.24 0.31 0.01
H 3.074 5.228 0.861 0.01 0.02 0.00 0.00
C -1.761 -2.202 -3.300 -0.12 0.32 0.43 0.00
C -2.289 1.454 1.573 0.10 -0.01 0.08 0.00
H -1.311 -1.869 2.266 0.04 -0.04 -0.01 0.00
H -3.927 0.099 1.001 -0.04 0.01 0.01 0.00
C 2.532 -2.678 3.041 -0.01 -0.10 0.19 0.03
C -3.967 -2.748 -1.039 0.13 -0.03 0.05 0.00
S 2.720 2.428 -2.216 -0.28 -0.17 0.16 0.01
H -0.451 -3.378 1.891 -0.04 -0.01 0.02 0.00
H 4.260 5.505 -0.419 -0.01 0.02 0.02 0.00
H 6.723 3.280 -0.001 0.01 -0.01 0.00 0.00
C -1.024 1.611 0.980 0.09 -0.30 -0.46 0.02
C -2.058 0.096 -0.222 -0.37 0.12 0.62 0.01
H -5.428 -4.314 -0.896 0.02 0.01 0.00 0.00
H -0.470 -2.919 -4.928 0.01 0.00 -0.01 0.00
C -6.110 -1.060 -1.546 -0.05 0.01 -0.03 0.00
C -4.823 -0.555 -1.508 0.10 0.05 0.01 0.00
O 1.361 2.935 -2.352 0.19 -0.04 0.01 0.04
H 0.298 0.651 3.087 -0.05 0.07 0.01 0.00
C -5.252 -3.261 -1.071 -0.03 -0.07 0.03 0.00
H -6.950 -0.410 -1.752 0.02 0.01 0.00 0.00
H 2.268 -3.087 4.021 0.04 -0.02 0.02 0.00
O 2.682 0.936 -2.334 0.24 0.38 -0.13 0.08
C -1.480 -1.265 -2.243 -0.77 -0.19 0.10 0.01
C -0.457 -2.497 2.535 -0.20 0.09 -0.37 0.04
H 3.467 -2.126 3.150 0.01 -0.01 -0.05 0.00
O 3.025 2.636 -0.666 -0.30 -0.21 -0.07 0.02
H 2.975 2.486 2.260 0.00 -0.02 0.03 0.00
H -3.130 -3.405 -0.839 -0.01 0.02 -0.01 0.00
C -6.329 -2.417 -1.324 -0.04 0.00 -0.01 0.00
H 5.877 2.974 -1.530 0.05 0.00 0.01 0.00
C 5.906 2.724 -0.468 0.08 0.00 -0.02 0.00
H 2.052 0.532 3.345 -0.03 0.04 0.02 0.00
C -2.938 0.491 0.835 0.07 -0.15 -0.40 0.00
C -0.626 -2.311 -4.053 0.26 0.11 0.02 0.00
Pd 0.814 0.643 -1.239 0.62 -0.08 -0.69 1.43
H 2.702 -3.517 2.363 0.00 0.03 0.03 0.00
N -0.187 -0.819 -2.403 0.46 -0.21 -0.50 0.16
Si 4.284 3.168 0.305 0.20 -0.01 -0.13 0.00
C -3.737 -1.391 -1.252 -0.10 -0.02 -0.03 0.00
```
Forces are in eV/Å.

## Properties
Kohn-Sham gap (alpha / beta) ... 0.25066 / 0.18366 hartree
Net charge ... 0
E_HOMO (alpha / beta) ... -8.0 / -8.0 eV
E_LUMO (alpha / beta) ... -1.210 / -3.041 eV
<S²> ... 6.009
Multiplicity ... 5

=====

The energy results, record by record, are as follows: -82169.6077 -36847.1454 -37028.7981 -126837.7674 eV.